#i
Here is 2 unconnected molecules or ions with the total composition C7H14N2S from the OMol25 dataset. Energies are from ωB97M-V/def2-TZVPD.

Each atom is followed by the atoms it is bonded to, with distances in Å.
Atoms and positions in Å:
1 C -2.1464 0.1435 3.5504  C2 1.526, H8 1.127, H9 1.126, H10 1.043
2 C -1.8206 -1.2435 3.0050  C1 1.526, C3 1.451, H11 1.212, H12 1.135
3 C -1.4885 -1.1834 1.5937  C2 1.451, C4 1.485, N7 1.367
4 C -0.4662 -2.0618 0.9694  C3 1.485, N5 1.398, H13 1.128
5 N -0.2888 -1.4998 -0.2979  C4 1.398, C6 1.392, H14 0.917
6 C -1.1591 -0.4175 -0.3993  N5 1.392, N7 1.322, H15 1.164
7 N -1.7570 -0.1441 0.7470  C3 1.367, C6 1.322
8 H -2.5663 -0.1929 4.5402  C1 1.127
9 H -2.9831 0.6956 3.0371  C1 1.126
10 H -1.2326 0.6448 3.5063  C1 1.043
11 H -1.0218 -1.8012 3.7258  C2 1.212
12 H -2.8370 -1.7265 3.1556  C2 1.135
13 H -0.0014 -2.9777 1.4347  C4 1.128
14 H 0.1536 -1.9196 -0.9830  N5 0.917
15 H -1.4111 0.1645 -1.3753  C6 1.164
16 C 1.5954 2.7151 -2.4668  S17 1.813, H19 1.135, H20 1.104, H21 0.995
17 S 1.4932 0.9807 -1.9477  C16 1.813, C18 1.830
18 C 3.2908 0.6524 -2.0501  S17 1.830, H22 1.151, H23 1.073, H24 1.154
19 H 1.5643 2.7751 -3.5994  C16 1.135
20 H 0.6521 3.2075 -2.1708  C16 1.104
21 H 2.2442 3.4155 -2.1879  C16 0.995
22 H 3.6372 0.0727 -1.1176  C18 1.151
23 H 3.8068 1.5929 -2.0746  C18 1.073
24 H 3.5909 0.2369 -3.0842  C18 1.154

Output
- LUMO energy (eV) = 0.8
- SMILES string = CCc1c[nH]cn1.CSC
- gap between HOMO and LUMO (hartree) = 0.317
- charge = 0
- spin multiplicity = 1

***

#ii
Here is 2 unconnected molecules or ions with the total composition C7H14N2S from the OMol25 dataset. Energies are from ωB97M-V/def2-TZVPD.

Each atom is followed by the atoms it is bonded to, with distances in Å.
Atoms and positions in Å:
1 C 1.6486 0.0920 -1.0402  C2 1.539, H7 1.052, H8 1.222, H9 1.084
2 C 0.8077 -1.1742 -1.2824  C1 1.539, C3 1.412, N6 1.374
3 C -0.2286 -1.3230 -2.2300  C2 1.412, N4 1.396, H10 1.022
4 N -0.8071 -2.5514 -1.9061  C3 1.396, C5 1.409, H11 0.936
5 C -0.1847 -3.0132 -0.7295  N4 1.409, N6 1.301, H12 1.027
6 N 0.7268 -2.1710 -0.3406  C2 1.374, C5 1.301
7 H 2.4454 -0.2051 -0.4214  C1 1.052
8 H 1.2869 1.1341 -0.5148  C1 1.222
9 H 1.9776 0.4075 -2.0232  C1 1.084
10 H -0.5098 -0.9177 -3.1254  C3 1.022
11 H -1.6380 -2.8904 -2.1711  N4 0.936
12 H -0.3351 -3.9554 -0.3486  C5 1.027
13 C -1.4135 1.5008 0.1376  C14 1.489, H17 1.066, H18 1.204, H19 1.079
14 C -1.6799 1.0834 1.5419  C13 1.489, S15 1.950, H20 1.006, H21 1.040
15 S -0.1566 0.5722 2.6464  C14 1.950, C16 1.848
16 C 1.2941 1.6355 2.2200  S15 1.848, H22 1.212, H23 1.132, H24 1.077
17 H -2.0301 1.2184 -0.6849  C13 1.066
18 H -0.4723 0.7656 -0.0171  C13 1.204
19 H -1.1338 2.5317 -0.0162  C13 1.079
20 H -2.1918 1.7263 2.1219  C14 1.006
21 H -2.2067 0.1865 1.5439  C14 1.040
22 H 1.6614 2.1885 3.2340  C16 1.212
23 H 2.1618 0.9343 2.0305  C16 1.132
24 H 0.9779 2.2244 1.3753  C16 1.077

Output
- LUMO energy (eV) = 0.8
- SMILES string = Cc1c[nH]cn1.CCSC
- gap between HOMO and LUMO (hartree) = 0.330
- charge = 0
- spin multiplicity = 1

***

Which is the most stable structure? #i is the most stable.

***

#i
Here is 3 unconnected molecules or ions with the total composition C3H16N2O2 from the OMol25 dataset. Energies are from ωB97M-V/def2-TZVPD.

Each atom is followed by the atoms it is bonded to, with distances in Å.
Atoms and positions in Å:
1 C 0.6424 -1.0707 -0.6337  C2 1.538, N5 1.490, H6 1.092, H7 1.090
2 C -0.3051 -0.9775 0.5737  C1 1.538, C3 1.552, H8 1.096, H9 1.084
3 C -1.0278 0.3953 0.6081  C2 1.552, N4 1.498, H10 1.096, H11 1.090
4 N -0.2449 1.4991 1.2507  C3 1.498, H12 1.016, H13 1.017, H14 1.034
5 N -0.0107 -1.7132 -1.8086  C1 1.490, H15 1.023, H16 1.021, H17 1.023
6 H 1.5346 -1.6682 -0.4366  C1 1.092
7 H 1.0536 -0.0898 -0.8706  C1 1.090
8 H 0.3325 -0.9758 1.4656  C2 1.096
9 H -0.9610 -1.8321 0.6948  C2 1.084
10 H -1.2485 0.7648 -0.3998  C3 1.096
11 H -2.0287 0.3095 1.0303  C3 1.090
12 H 0.3778 1.9755 0.6043  N4 1.016
13 H -0.8285 2.0835 1.8435  N4 1.017
14 H 0.4305 1.1273 1.9403  N4 1.034
15 H 0.5637 -1.8858 -2.6375  N5 1.023
16 H -0.7659 -1.1029 -2.1241  N5 1.021
17 H -0.5295 -2.5541 -1.5455  N5 1.023
18 H -0.8278 0.1819 -4.5185  O20 0.952
19 H 0.6443 0.3750 -4.3207  O20 0.941
20 O -0.1105 -0.0258 -3.9273  H18 0.952, H19 0.941
21 H 1.8465 1.7743 4.2381  O23 0.951
22 H 0.5440 1.7099 4.9307  O23 0.964
23 O 0.9191 1.6998 4.0429  H21 0.951, H22 0.964

Output
- LUMO energy (eV) = -6.5
- gap between HOMO and LUMO (hartree) = 0.433
- charge = +2
- spin multiplicity = 1

***

#ii
Here is 3 unconnected molecules or ions with the total composition C3H16N2O2 from the OMol25 dataset. Energies are from ωB97M-V/def2-TZVPD.

Each atom is followed by the atoms it is bonded to, with distances in Å.
Atoms and positions in Å:
1 C -0.0636 -1.7047 0.1445  C2 1.505, N5 1.573, H6 1.141, H7 1.216
2 C -0.4362 -0.3113 0.5741  C1 1.505, C3 1.488, H8 1.080, H9 1.236
3 C 0.0734 0.8154 -0.2543  C2 1.488, N4 1.502, H10 1.109, H11 1.187
4 N 0.1540 2.1032 0.5152  C3 1.502, H12 1.016, H13 0.964, H14 1.054
5 N -0.4273 -1.9785 -1.3607  C1 1.573, H15 1.051, H16 0.976, H17 1.050
6 H -0.5024 -2.4372 0.9008  C1 1.141
7 H 1.1307 -1.8166 0.3435  C1 1.216
8 H -0.1949 -0.1120 1.6080  C2 1.080
9 H -1.6163 -0.0502 0.8342  C2 1.236
10 H 1.0681 0.6683 -0.7232  C3 1.109
11 H -0.8147 0.9213 -1.0340  C3 1.187
12 H 1.0710 2.2239 0.9355  N4 1.016
13 H -0.0985 2.8416 -0.0501  N4 0.964
14 H -0.5579 2.1644 1.2897  N4 1.054
15 H 0.4081 -2.2919 -1.9163  N5 1.051
16 H -0.7319 -1.0994 -1.6554  N5 0.976
17 H -1.2060 -2.6782 -1.4481  N5 1.050
18 H 2.7430 -1.4595 -2.5935  O20 0.943
19 H 1.8050 -0.4448 -3.1084  O20 1.045
20 O 1.9882 -1.0103 -2.2490  H18 0.943, H19 1.045
21 H -1.5047 2.7095 2.7889  O23 0.992
22 H -1.1345 1.4282 3.6695  O23 1.089
23 O -1.4123 1.7307 2.6605  H21 0.992, H22 1.089

Output
- LUMO energy (eV) = -6.5
- gap between HOMO and LUMO (hartree) = 0.469
- charge = +2
- spin multiplicity = 1

***

Which is the most stable structure? #i is the most stable.